[1]
{"formula": "C3H4OS", "method": "wB97M-V/def2-TZVPD", "orbital_gap_ev": 8.89, "multiplicity": 1, "total_charge": 0, "species": ["C", "C", "S", "C", "O", "H", "H", "H", "H"], "xyz": [[-1.14867, 0.05808, 0.31756], [0.03504, -0.28618, -0.56872], [1.46268, -1.22960, 0.10467], [1.73858, 0.34947, -0.06840], [2.30948, 1.35098, 0.10013], [-1.69300, -0.87068, 0.38611], [-1.90993, 0.90470, -0.03197], [-0.81101, 0.19425, 1.43578], [0.01683, -0.47101, -1.67516]], "forces_ev_per_angstrom": [[-0.3, 0.5, 1.2], [2.8, 1.9, -0.6], [-0.2, -2.2, 0.6], [-3.4, 0.2, -1.0], [0.9, 1.0, 0.0], [-0.9, -0.3, 0.0], [2.1, -1.7, 0.6], [-0.5, 0.3, -2.2], [-0.5, 0.4, 1.3]]}

[2]
{"formula": "C3H4OS", "method": "wB97M-V/def2-TZVPD", "orbital_gap_ev": [5.25, 4.68], "multiplicity": 1, "total_charge": 0, "species": ["C", "C", "C", "O", "S", "H", "H", "H", "H"], "xyz": [[2.00455, 1.20414, 0.05942], [2.13816, -0.01643, -0.12587], [-1.69074, -0.27752, -0.01376], [-0.51354, -0.29408, 0.55265], [2.18555, -1.63306, 0.13714], [2.05457, 2.24239, -0.26982], [-1.75376, -0.87165, -0.92630], [-2.24863, 0.69018, -0.16567], [-2.17617, -1.04396, 0.75221]], "forces_ev_per_angstrom": [[-0.2, 0.8, -1.0], [-0.3, -1.9, 1.3], [-2.5, -2.4, 0.9], [3.6, 1.7, 0.2], [-0.3, 1.5, -0.5], [-0.2, -0.7, 0.5], [0.2, 0.2, -0.8], [0.5, -0.7, 0.7], [-0.8, 1.5, -1.1]]}

[3]
{"formula": "C3H4OS", "method": "wB97M-V/def2-TZVPD", "orbital_gap_ev": 8.14, "multiplicity": 1, "total_charge": 0, "species": ["O", "C", "C", "C", "S", "H", "H", "H", "H"], "xyz": [[-2.53216, -0.47752, -0.19770], [-1.59724, 0.05685, 0.46087], [-0.61378, 0.83864, -0.16210], [0.48697, -0.20521, -0.31348], [2.09663, -0.12074, 0.07237], [-1.72111, -0.16576, 1.56303], [-0.27349, 1.75920, 0.50155], [-0.96939, 1.20796, -1.17358], [0.01953, -1.19097, -0.37908]], "forces_ev_per_angstrom": [[2.7, 1.3, 1.4], [-7.2, -3.1, 0.5], [3.3, 3.5, -0.8], [1.9, 0.0, 1.5], [-2.1, 0.2, -0.8], [1.1, 0.6, -0.7], [-0.5, -1.9, -1.4], [0.3, -0.5, 1.1], [0.5, -0.1, -0.8]]}